No. 1
Density functional theory data (ωB97M-V with the def2-TZVPD basis set) for a single C2H4N4O molecule.

```
11
Properties=species:S:1:pos:R:3:forces:R:3:mulliken_charge:R:1
N 2.2111 0.3819 0.1060 0.05 -0.06 -0.15 -0.46
C 0.8842 0.0302 -0.0035 0.14 -0.16 -0.01 0.52
N 0.4373 -1.1825 0.2610 0.19 0.26 -0.23 -0.75
N -0.9094 -1.0016 0.1302 -0.21 0.00 -0.13 0.22
C -1.1629 0.2714 -0.2080 0.17 -0.18 0.31 0.40
O -2.4286 0.7362 -0.2523 0.00 0.00 0.13 -0.50
N -0.0607 0.9666 -0.3154 -0.17 -0.17 0.20 -0.56
H 2.8392 -0.4040 0.0240 0.01 0.09 -0.01 0.27
H 2.4522 1.1614 -0.4885 0.06 -0.07 0.08 0.26
H -1.5429 -1.7839 0.0925 0.10 0.10 0.13 0.25
H -2.6833 0.8045 0.6804 -0.34 0.19 -0.31 0.34
```
Forces are in eV/Å.

Calculated values
Energy relative to the best compared isomer or geometry (same formula, charge and spin)   0.498 eV
Structure (SMILES)   Nc1n[nH]c(O)n1
Lowest unoccupied orbital energy   0.555 eV
Gap between HOMO and LUMO   9.241 eV



No. 2
Density functional theory data (ωB97M-V with the def2-TZVPD basis set) for 2 unconnected molecules or ions with the total composition C3H5PS in a non-equilibrium geometry.

```
10
Properties=species:S:1:pos:R:3:forces:R:3:mulliken_charge:R:1
C 0.2038 1.1254 0.0354 -1.41 -1.55 0.02 -0.70
C -0.5674 0.0016 0.1031 2.80 -0.24 -0.70 -0.05
C -0.0598 -1.3087 -0.4941 -2.93 0.56 -1.49 -0.91
P -0.9461 -0.7033 -2.7698 0.71 -0.49 1.93 0.29
S -2.8130 -0.4049 -2.7180 0.08 -0.11 0.08 -0.17
H -0.1402 2.1289 0.3134 0.36 -0.62 -0.01 0.26
H 1.1645 0.8885 -0.3424 1.13 0.82 -0.43 0.24
H -1.4677 0.1269 0.6034 -1.96 -0.47 0.46 0.38
H 0.9477 -1.2282 -0.8472 0.59 -0.25 0.11 0.34
H -0.4624 -2.3839 -0.3115 0.65 2.36 0.03 0.31
```
Forces are in eV/Å.

Calculated values
Energy relative to the best compared isomer or geometry (same formula, charge and spin)   1.987 eV
Lowest unoccupied orbital energy (spin up / spin down)   -1.300 / -1.301 eV
Gap between HOMO and LUMO (spin up / spin down)   6.250 / 6.249 eV